1.
Density functional theory data (ωB97M-V with the def2-TZVPD basis set) for a structure of composition C24H43DyN2P3S.

CARTESIAN COORDINATES (ANGSTROEM)
P -1.57661 0.85346 1.97596
H -1.13693 1.43238 -1.34600
H -0.31065 0.73874 4.07784
H -3.86694 0.18649 2.54672
N 0.50682 -4.01787 1.00292
H -2.37394 3.88231 -3.31979
H -1.38368 -4.47745 -3.67710
H -1.98998 0.13326 4.27712
H -0.20557 -1.98377 -7.14523
H -2.98605 -1.09446 1.67913
H 3.65870 3.53629 0.70769
H 0.65314 3.75250 2.38540
C 3.40247 1.17896 2.08692
Dy 0.52381 -0.11817 -0.23661
H 3.00178 2.70418 -0.73228
P 1.92540 1.93517 1.31228
C -0.88712 -3.51266 -3.53817
H 1.83403 -0.76938 3.61679
C -1.52643 3.22591 -3.07843
C -1.00808 4.03560 -0.27791
H 2.04205 -4.77547 5.30761
H 2.01350 -2.16728 -2.31133
H -2.48754 -2.39557 -4.46494
C 1.99053 -2.72425 4.61569
C 1.38454 -2.43822 2.31875
H 1.26873 -5.75130 3.08634
H 3.17411 0.78912 3.08393
H -1.34669 4.99311 -0.71089
H -2.87314 2.97968 1.93688
H -1.32120 -0.17508 -4.19033
N 0.78435 -1.84405 1.18101
H 1.78297 -0.55324 -6.47393
C -3.16692 -0.01507 1.72379
C 1.57039 -1.53244 -6.01145
H 0.85910 -4.37365 -2.61545
C -1.52327 -2.33990 -3.96876
H -1.39571 3.92007 0.74689
C 0.34341 -1.02585 -3.12656
C 1.00379 -2.20601 -2.74107
C -1.10582 0.13138 3.61519
C 1.84800 -4.11905 4.45362
C -0.90438 -1.10759 -3.78497
H 2.31630 3.65763 3.00236
H 0.09062 3.96831 -0.29550
H -1.40782 3.11184 2.96963
H -0.43109 -2.73550 -0.41934
H 2.09010 4.04010 0.01467
C 1.44745 3.05938 2.69189
H 3.75376 0.34705 1.46963
H 2.28930 -2.33379 5.59269
H -0.75132 -0.90177 3.48398
H -3.63227 0.30691 0.78563
C -3.40422 2.52017 -0.95977
H -3.69466 1.47638 -1.16854
H -2.84682 2.24415 3.55449
H 2.28974 -1.93830 -5.29935
P -1.68206 2.78613 -1.35067
S 0.92739 0.61180 -2.84178
C 1.22471 -3.80535 2.18127
H 1.09856 2.49192 3.56608
C 1.76700 -1.85951 3.53332
H 0.48554 -3.31916 -6.04378
H -3.94773 3.21071 -1.62266
H -3.62201 2.75574 0.09421
C 1.43022 -4.68278 3.23634
C -2.23488 2.45547 2.66160
C 0.53540 -2.30073 -6.40781
C 0.24372 -2.83961 0.43303
H -0.56859 3.74110 -3.23740
H -1.54741 2.31217 -3.69600
C 2.73757 3.17703 0.22288
H 4.20107 1.92396 2.16857
H 0.27502 -4.93254 0.62253
C 0.37247 -3.43976 -2.92945

Forces on the atoms, in the same order (eV/Å):
-0.8 -0.1 1.2
0.1 1.3 0.4
-0.3 -0.3 -0.1
0.3 0.0 -0.2
0.1 -0.1 -0.5
0.3 -0.1 -0.1
0.3 0.3 0.0
0.4 0.0 -0.3
0.3 -0.1 0.2
-0.1 0.1 0.0
-0.4 -0.1 -0.2
0.2 -0.2 0.1
0.0 -0.5 -0.2
-0.1 1.2 -1.0
0.1 0.2 0.1
1.1 1.2 0.6
0.2 0.1 0.4
0.0 -0.6 0.1
0.2 0.0 -0.1
0.4 -0.1 0.2
-0.1 0.3 -0.4
-0.3 0.0 -0.2
0.1 0.0 0.0
0.1 0.3 -0.8
-0.7 0.3 -0.5
0.1 0.3 0.3
0.0 0.1 -0.2
0.2 -0.2 0.2
0.2 -0.1 0.3
0.0 -0.6 0.2
-0.4 -0.3 -0.6
-0.2 -0.5 0.5
-0.1 -0.1 -0.3
-0.7 -0.4 -0.9
-0.1 0.5 -0.2
0.2 0.2 0.1
0.2 0.1 -0.5
-0.8 -0.3 0.0
-0.1 0.3 0.4
0.3 -0.2 -0.2
-0.2 -0.5 -0.5
-0.1 -0.3 0.2
-0.1 -0.3 -0.2
-0.4 0.3 0.0
-0.3 -0.1 -0.1
0.5 -0.1 0.0
0.2 -0.3 0.1
-0.6 -0.1 0.1
0.2 0.1 0.1
-0.1 -0.1 -0.4
-0.1 0.3 0.2
0.0 -0.2 0.2
-0.4 0.1 0.0
0.0 0.5 -0.1
0.2 -0.1 -0.4
0.0 0.2 -0.3
-0.6 -1.2 -0.8
0.7 0.1 1.5
-0.7 -0.4 0.5
0.1 0.2 -0.2
0.3 -0.1 0.4
-0.3 0.0 0.0
-0.2 -0.3 0.4
0.0 -0.1 -0.5
0.7 0.0 0.7
0.3 0.2 -0.3
1.2 0.7 0.1
0.7 -0.4 1.7
-0.3 -0.1 -0.1
0.0 0.4 0.2
0.0 -0.2 -0.5
-0.2 -0.1 0.0
-0.1 0.3 0.1
-0.4 -0.5 -0.2

DFT total energy (eV): -91326.3475
F_max (eV/Å): 1.844
Total charge: +3
LUMO energy (alpha / beta) (eV): -9.8 / -9.9
Spin multiplicity: 6



2.
Density functional theory data (ωB97M-V with the def2-TZVPD basis set) for a cluster of 2 separate species, C5H14 in total.

CARTESIAN COORDINATES (ANGSTROEM)
H -0.10820 2.28808 -2.75918
C -0.16192 0.56480 1.84953
C 0.43327 -1.81723 1.16036
H -0.62155 -2.07066 1.25352
H -0.95093 0.33376 1.19549
H -0.61574 1.01284 2.73247
C -0.33293 0.18691 -2.60785
H -0.78704 0.12200 -3.57378
H 1.11074 -2.63721 1.36606
H -1.56672 1.77010 -2.00717
H 0.55030 1.21730 1.35534
H 0.66695 -1.09205 3.20960
C -0.49351 1.59325 -2.01532
H 0.01267 1.75784 -1.07647
H -0.81219 -0.56909 -1.97080
H 0.69865 -0.17561 -2.60425
H 1.70336 -0.35797 2.13973
H 0.61111 -1.41889 0.16432
C 0.66368 -0.70818 2.18841

Forces on the atoms, in the same order (eV/Å):
0.2 0.3 0.2
1.1 -0.7 1.4
0.0 0.9 0.7
0.0 -0.6 -0.2
-1.1 -0.3 -1.0
0.3 0.3 0.0
0.4 -0.6 1.7
0.0 -0.1 -0.7
-0.2 -0.4 -0.2
0.0 0.3 0.7
-0.4 0.5 0.0
-0.9 0.1 0.1
-0.2 -0.5 -1.5
-0.2 -0.1 0.3
-0.3 0.2 -0.1
0.1 0.4 -0.5
0.1 -0.3 -0.2
0.0 -0.1 -0.2
1.1 0.7 -0.4

DFT total energy (eV): -5411.5632
F_max (eV/Å): 1.953
Total charge: 0
LUMO energy (eV): 1.1
Spin multiplicity: 1
ΔE to the lowest compared entry with this formula, charge and spin (kcal/mol): 11.2



3.
Density functional theory data (ωB97M-V with the def2-TZVPD basis set) for the molecule C2H5N5.

CARTESIAN COORDINATES (ANGSTROEM)
H -0.39181 -1.48165 -0.10695
H -1.46174 0.48304 -0.55101
H -1.30668 1.60204 -1.86416
N 0.68648 -0.29987 1.24290
H 1.59864 -0.02725 1.58309
N -1.33569 0.93991 1.88541
N -0.91629 0.84254 -1.33074
C -0.33918 0.50579 1.49484
N 1.07458 -0.25648 -1.06196
C 0.63097 -1.10886 0.03469
H 1.36430 -1.91447 0.11910
N 0.39642 0.71526 -1.44521

Forces on the atoms, in the same order (eV/Å):
0.2 -0.2 0.3
0.1 0.1 -0.2
0.3 0.1 0.3
0.2 -0.4 0.2
-0.1 0.1 -0.2
-0.1 0.7 -0.4
-0.7 -0.3 0.9
-0.3 -0.8 1.3
0.8 0.9 0.5
-0.3 0.4 -0.4
-0.4 0.1 0.0
0.5 -0.5 -2.2

DFT total energy (eV): -9602.4801
F_max (eV/Å): 2.327
Total charge: 0
LUMO energy (eV): 0.8
Spin multiplicity: 1
ΔE to the lowest compared entry with this formula, charge and spin (kcal/mol): 81.7



4.
Density functional theory data (ωB97M-V with the def2-TZVPD basis set) for the molecule C4H7NO.

CARTESIAN COORDINATES (ANGSTROEM)
C 1.31015 0.91413 0.50466
H -1.55144 1.09356 -0.91070
H -1.95048 -0.62855 0.90448
C -1.41717 -0.87280 -0.01904
H -2.12922 -1.29098 -0.73827
H 1.81874 1.56780 -0.22031
C 1.77600 -0.46724 0.24846
C -0.78171 0.39743 -0.56385
H 1.64058 1.19959 1.50782
O -0.07616 1.07290 0.47709
N 2.14643 -1.53838 0.01944
H -0.11852 0.18839 -1.41492
H -0.66721 -1.63585 0.20515

Forces on the atoms, in the same order (eV/Å):
0.2 0.1 0.0
0.1 -0.1 0.1
0.0 -0.1 -0.1
0.0 0.0 0.0
0.1 0.1 0.1
-0.1 -0.1 0.0
0.3 -1.0 -0.2
-0.2 -0.1 -0.2
0.0 0.0 -0.2
0.0 0.0 0.1
-0.3 1.0 0.2
-0.1 0.0 0.1
-0.1 0.1 0.0

DFT total energy (eV): -7798.0209
F_max (eV/Å): 1.105
Total charge: 0
LUMO energy (eV): 0.9
Spin multiplicity: 1
ΔE to the lowest compared entry with this formula, charge and spin (kcal/mol): 37.4



5.
Density functional theory data (ωB97M-V with the def2-TZVPD basis set) for a cluster of 2 separate species, C2H2BrNO2 in total.

CARTESIAN COORDINATES (ANGSTROEM)
O 0.40166 -2.22816 -0.32302
C -0.66375 2.14521 -0.59401
Br -2.68032 0.18345 0.34985
N 1.25935 -1.42430 -0.43837
C -1.35735 1.29529 -0.15150
H 1.30862 -1.51872 1.56807
H -0.01616 2.65672 -1.21242
O 1.74794 -1.10949 0.80141

Forces on the atoms, in the same order (eV/Å):
-0.2 0.1 -1.3
0.4 0.0 -0.3
0.2 0.0 0.2
-1.1 -1.2 2.0
-1.6 -1.0 0.7
-0.6 -0.6 -0.6
1.0 1.1 -0.5
1.9 1.8 -0.1

DFT total energy (eV): -77728.4882
F_max (eV/Å): 2.599
Total charge: 0
LUMO energy (eV): 0.2
Spin multiplicity: 1
ΔE to the lowest compared entry with this formula, charge and spin (kcal/mol): 111.8



6.
Density functional theory data (ωB97M-V with the def2-TZVPD basis set) for a structure of composition C7H14F3N4O.

CARTESIAN COORDINATES (ANGSTROEM)
H -3.23868 -2.80759 -1.92084
H 2.97802 0.11974 -0.85624
C -2.55371 -1.02404 -0.80053
H 4.69958 0.03841 2.39790
N 1.68942 -0.03873 1.43177
C -3.62275 -2.01177 -1.30375
H -2.01575 -1.55185 -0.02231
F 0.07347 2.96044 0.86285
H 4.38227 0.57027 -0.21319
N 3.45921 0.54577 -0.05330
C -0.11000 2.03616 1.69253
C -1.67415 -0.37374 -1.85542
C -0.67766 0.80133 -1.31153
H -4.43638 -1.55153 -1.88835
C 3.01901 0.18452 1.16952
N 3.75874 -0.09255 2.26228
H -4.07413 -2.46634 -0.48404
C 0.44725 0.09094 -0.61309
H -1.29247 1.41436 -0.68041
H 3.24128 -0.16311 3.14802
H -0.38205 1.22000 -2.18465
O 1.31702 -0.53964 -1.17884
H 1.59906 -0.62283 2.18164
H -0.92685 -0.92512 -2.39205
F -1.37074 1.70764 1.97284
F 0.66659 1.95402 2.67929
H -2.50660 0.12935 -2.50190
H -3.09257 -0.09475 -0.29411
N 0.64356 0.49064 0.75589

Forces on the atoms, in the same order (eV/Å):
0.5 -0.2 -0.2
-0.7 0.3 0.5
-1.0 1.3 0.8
2.6 0.3 -0.3
2.3 2.0 -2.8
0.3 1.3 -1.4
0.5 0.1 0.3
-0.3 1.6 -0.2
4.2 0.5 -0.2
-3.7 -0.7 1.6
-0.6 -5.9 -2.5
-1.1 2.5 -0.1
-2.8 -3.9 2.1
0.4 0.1 0.2
-0.6 -0.5 -0.1
-2.7 0.1 0.1
-0.8 -0.8 1.5
1.0 2.7 1.2
0.2 0.6 0.3
0.5 0.2 -0.7
1.3 1.7 -2.3
-0.7 -0.8 -0.1
-1.3 -1.8 2.2
-0.5 -1.2 -0.7
1.7 1.0 -0.4
0.7 1.0 1.7
2.1 -0.7 0.4
0.9 -2.0 -0.7
-2.2 1.2 -0.2

DFT total energy (eV): -23637.5712
F_max (eV/Å): 6.420
Total charge: +1
LUMO energy (eV): -3.2
Spin multiplicity: 1
ΔE to the lowest compared entry with this formula, charge and spin (kcal/mol): 61.7



7.
Density functional theory data (ωB97M-V with the def2-TZVPD basis set) for a structure of composition C5H10O.

CARTESIAN COORDINATES (ANGSTROEM)
H 0.36781 -0.69388 1.83086
H 1.71445 1.18059 1.07326
O -1.58252 -0.17299 0.89200
H 0.17815 1.80424 -1.16332
C -0.04652 1.29726 -0.21744
C 1.21152 0.56106 0.31843
H 1.92767 0.35900 -0.47888
H 0.40189 -0.74988 -1.67665
H -0.97211 -1.76144 -1.30874
C -1.09233 0.20467 -0.39866
C -0.30277 -0.98259 -0.85291
H -1.97501 0.51631 -0.96457
H 1.37884 -1.64720 0.76792
H -0.43900 2.02958 0.48921
C 0.70967 -0.80673 0.76374
H -1.47973 -1.13799 0.92575

Forces on the atoms, in the same order (eV/Å):
-0.7 -0.6 -1.5
-0.1 -0.5 0.0
-1.5 0.3 0.0
-0.2 0.0 0.1
0.0 0.2 0.1
0.1 -0.1 -0.2
0.0 0.4 -0.1
0.0 -0.1 0.7
0.7 -0.1 1.4
-0.1 0.3 0.1
0.3 0.2 0.9
0.3 0.0 -0.4
0.8 0.0 -0.3
0.2 0.1 0.0
0.3 -0.6 -1.1
-0.3 0.5 0.2

DFT total energy (eV): -7392.0784
F_max (eV/Å): 1.764
Total charge: 0
LUMO energy (eV): 1.1
Spin multiplicity: 1
ΔE to the lowest compared entry with this formula, charge and spin (kcal/mol): 62.0